{
  "formula": "C21H20O4S2",
  "method": "wB97M-V/def2-TZVPD",
  "homo_energy_ev": -8.4,
  "orbital_gap_ev": 8.9,
  "e_lumo_ha": 0.016,
  "largest_force_ev_per_a": 2.87,
  "total_charge": 0,
  "de_lowest_ev": 0.000,
  "smiles": "CC1(C)OC(=O)C(c2ccccc2)(C2(c3ccccc3)SCCS2)C(=O)O1",
  "species": ["C", "C", "C", "O", "C", "O", "C", "C", "C", "C", "C", "C", "C", "C", "C", "C", "C", "C", "C", "C", "S", "C", "C", "S", "C", "O", "O", "H", "H", "H", "H", "H", "H", "H", "H", "H", "H", "H", "H", "H", "H", "H", "H", "H", "H", "H", "H"],
  "xyz": [[1.0462, -4.0520, 0.5834], [0.9515, -2.6079, 1.0193], [1.4494, -2.3944, 2.4353], [1.7075, -1.8232, 0.0732], [1.5105, -0.4594, -0.0129], [2.4693, 0.1513, -0.4749], [0.1978, 0.1120, 0.4455], [0.3222, 1.3135, 1.2965], [-0.7244, 1.7201, 2.1715], [-0.7268, 3.0040, 2.7353], [0.3130, 3.8851, 2.5036], [1.4056, 3.4752, 1.7573], [1.4350, 2.1955, 1.1785], [-0.5899, 0.7552, -1.0547], [-0.6937, -0.5072, -1.8062], [0.3303, -0.8854, -2.6761], [0.3152, -2.1629, -3.2453], [-0.7677, -3.0222, -3.0356], [-1.8721, -2.5588, -2.3128], [-1.8589, -1.2807, -1.7400], [-2.0374, 1.4602, -0.4753], [-1.8825, 3.1255, -1.2248], [-0.4096, 3.4511, -1.3791], [0.5529, 1.9170, -1.5822], [-0.8053, -0.9075, 0.9286], [-1.9642, -0.6984, 1.2976], [-0.4460, -2.2392, 0.9099], [0.6749, -4.1551, -0.4376], [2.0795, -4.4048, 0.6140], [0.4475, -4.6918, 1.2361], [1.3728, -1.3434, 2.7331], [0.8585, -3.0115, 3.1228], [2.4950, -2.7158, 2.5080], [-1.5231, 1.0092, 2.3966], [-1.5681, 3.2800, 3.3672], [0.2918, 4.8921, 2.9365], [2.2667, 4.1245, 1.6102], [2.3299, 1.8542, 0.6517], [1.1498, -0.1966, -2.9133], [1.1656, -2.4917, -3.8391], [-0.7640, -4.0294, -3.4481], [-2.7422, -3.2014, -2.1739], [-2.7668, -0.9101, -1.2464], [-2.4233, 3.1391, -2.1785], [-2.3573, 3.8374, -0.5463], [-0.2194, 4.1217, -2.2254], [0.0043, 3.9268, -0.4833]],
  "nbo_charge": [-0.633, 0.536, -0.660, -0.525, 0.832, -0.566, -0.422, 0.032, -0.196, -0.249, -0.196, -0.257, -0.212, -0.359, -0.004, -0.243, -0.192, -0.224, -0.201, -0.235, 0.352, -0.528, -0.539, 0.357, 0.841, -0.576, -0.527, 0.239, 0.226, 0.227, 0.224, 0.232, 0.232, 0.251, 0.216, 0.214, 0.218, 0.256, 0.240, 0.217, 0.216, 0.218, 0.244, 0.221, 0.237, 0.236, 0.230]
}

=====

{
  "formula": "C16H15N3O3",
  "method": "wB97M-V/def2-TZVPD",
  "homo_energy_ev": -8.8,
  "orbital_gap_ev": 7.8,
  "e_lumo_ha": -0.035,
  "largest_force_ev_per_a": 5.76,
  "total_charge": 0,
  "de_lowest_ev": 2.391,
  "smiles": "C=CCN1C(=O)NC(=O)/C(=C/C/C=N/c2ccccc2)C1=O",
  "species": ["C", "C", "C", "N", "C", "O", "N", "C", "O", "C", "C", "C", "C", "N", "C", "C", "C", "C", "C", "C", "C", "O", "H", "H", "H", "H", "H", "H", "H", "H", "H", "H", "H", "H", "H", "H", "H"],
  "xyz": [[4.7757, 0.5374, -0.2393], [3.6034, -0.1695, -0.1082], [3.4271, -1.4770, 0.6543], [2.2451, -2.2194, 0.1967], [2.3417, -3.1987, -0.7615], [3.4517, -3.5297, -1.2101], [1.2685, -3.6183, -1.4654], [0.0215, -3.4433, -1.0141], [-0.8024, -4.2164, -1.4503], [-0.2641, -2.5576, 0.1024], [-1.5953, -2.2151, 0.3849], [-2.1031, -1.3069, 1.4829], [-1.9824, 0.1427, 1.1484], [-2.8159, 0.7436, 0.3565], [-2.6590, 2.0941, 0.0750], [-3.3269, 2.5594, -1.0678], [-3.2122, 3.9078, -1.4533], [-2.3709, 4.7670, -0.7730], [-1.7073, 4.2896, 0.3793], [-1.8460, 2.9891, 0.7926], [0.9608, -1.8932, 0.6208], [0.8141, -1.0224, 1.4496], [4.7745, 1.4609, -0.8361], [5.6990, 0.1800, 0.2826], [2.7321, 0.2262, -0.6311], [3.3040, -1.2333, 1.7187], [4.3344, -2.0681, 0.5502], [1.3758, -4.4237, -2.0699], [-2.4157, -2.6720, -0.1970], [-1.5041, -1.4831, 2.4056], [-3.1394, -1.5038, 1.6831], [-1.1122, 0.6607, 1.4996], [-3.9426, 1.9178, -1.6981], [-3.6897, 4.2889, -2.3436], [-2.3148, 5.8093, -1.0620], [-1.0696, 4.9782, 0.9557], [-1.2559, 2.6990, 1.6418]],
  "nbo_charge": [-0.394, -0.184, -0.268, -0.451, 0.782, -0.614, -0.610, 0.637, -0.585, -0.286, 0.090, -0.534, 0.160, -0.420, 0.108, -0.198, -0.206, -0.216, -0.196, -0.246, 0.665, -0.594, 0.214, 0.199, 0.203, 0.242, 0.257, 0.447, 0.245, 0.254, 0.242, 0.176, 0.225, 0.213, 0.214, 0.213, 0.213]
}

=====

{
  "formula": "H5N5",
  "method": "wB97M-V/def2-TZVPD",
  "homo_energy_ev": [-8.0, -8.0],
  "orbital_gap_ev": [8.6, 8.6],
  "e_lumo_ha": [0.021, 0.021],
  "largest_force_ev_per_a": 3.25,
  "total_charge": 0,
  "de_lowest_ev": 2.211,
  "species": ["N", "N", "N", "N", "N", "H", "H", "H", "H", "H"],
  "xyz": [[-0.3851, 0.6506, -0.1493], [-0.4090, -1.6715, 0.5057], [-0.8308, 1.5669, -1.0350], [0.8663, 0.4339, -0.1749], [1.2142, -0.7676, 0.1487], [-1.6051, 2.1065, -0.6801], [-0.1282, 2.0892, -1.5497], [0.1323, -2.4440, 0.8903], [-0.8985, -1.2465, 1.2941], [2.0440, -0.7175, 0.7501]],
  "nbo_charge": [-0.060, -0.680, -0.621, -0.093, -0.296, 0.369, 0.357, 0.326, 0.340, 0.357]
}

=====

{
  "formula": "C2H12O5",
  "method": "wB97M-V/def2-TZVPD",
  "homo_energy_ev": -9.3,
  "orbital_gap_ev": 9.7,
  "e_lumo_ha": 0.013,
  "largest_force_ev_per_a": 0.87,
  "total_charge": 0,
  "de_lowest_ev": 0.997,
  "smiles": "C=CO.O.O.O.O",
  "species": ["C", "C", "O", "H", "H", "H", "H", "O", "H", "H", "O", "H", "H", "O", "H", "H", "O", "H", "H"],
  "xyz": [[-0.6765, 1.7545, -0.8703], [0.4392, 2.1842, -0.2953], [1.4387, 2.8181, -0.9638], [-1.2792, 1.0916, -0.2680], [-0.8566, 2.0057, -1.9020], [0.4775, 2.1604, 0.7926], [2.2963, 2.5268, -0.6438], [1.0911, -1.7218, 0.6052], [1.1142, -2.6476, 0.8671], [0.4269, -1.3185, 1.1815], [-0.3139, -0.0887, 2.6672], [0.3110, 0.5082, 2.2316], [-0.4655, 0.2976, 3.5389], [-1.8743, -1.6879, -0.0113], [-2.5841, -1.0593, -0.1829], [-1.2906, -1.5912, -0.7791], [0.2135, -1.8387, -2.1288], [0.9740, -1.5055, -2.6195], [0.5581, -1.8880, -1.2193]],
  "nbo_charge": [-0.482, 0.127, -0.697, 0.215, 0.211, 0.139, 0.484, -0.972, 0.480, 0.506, -0.948, 0.470, 0.483, -0.957, 0.465, 0.488, -0.979, 0.474, 0.493]
}

=====

{
  "formula": "C11H20N2O5",
  "method": "wB97M-V/def2-TZVPD",
  "homo_energy_ev": -9.8,
  "orbital_gap_ev": 10.1,
  "e_lumo_ha": 0.011,
  "largest_force_ev_per_a": 1.86,
  "total_charge": 0,
  "de_lowest_ev": 0.657,
  "smiles": "CC(C)C[C@H](NC(=O)[C@@H](N)CCC(=O)O)C(=O)O",
  "species": ["C", "C", "C", "C", "C", "N", "C", "O", "C", "N", "C", "C", "C", "O", "O", "C", "O", "O", "H", "H", "H", "H", "H", "H", "H", "H", "H", "H", "H", "H", "H", "H", "H", "H", "H", "H", "H", "H"],
  "xyz": [[-3.2159, 2.0883, -0.5700], [-2.0531, 1.8942, 0.3549], [-0.7455, 1.9427, -0.4891], [-2.0841, 0.7169, 1.3458], [-2.0981, -0.7500, 0.8555], [-0.8834, -1.2055, 0.2817], [0.3511, -1.1311, 0.8496], [0.5767, -0.6049, 1.9041], [1.4163, -1.9215, 0.0897], [1.0850, -2.2733, -1.2688], [2.8102, -1.3659, 0.3690], [3.0649, -0.0132, -0.1975], [4.4905, 0.4515, 0.0161], [5.4324, -0.1948, 0.3807], [4.5624, 1.7500, -0.2999], [-3.2781, -1.0767, 0.0071], [-4.3972, -1.1661, 0.4209], [-3.0700, -1.2080, -1.3105], [-4.1483, 2.2028, -0.0485], [-3.2906, 1.2785, -1.3075], [-3.0579, 3.0290, -1.1003], [-2.0290, 2.7546, 1.0134], [-0.6246, 2.8405, -1.0639], [0.1363, 1.8979, 0.1375], [-0.6623, 1.1373, -1.2446], [-2.9966, 0.7787, 1.9549], [-1.2627, 0.8151, 2.1107], [-2.3107, -1.3828, 1.7302], [-0.8565, -1.8315, -0.4874], [1.3770, -2.8864, 0.6242], [1.0883, -1.5023, -1.9298], [1.5786, -3.0493, -1.6543], [2.9299, -1.4021, 1.4779], [3.4883, -2.1280, -0.0879], [2.9890, -0.0712, -1.2986], [2.3722, 0.7604, 0.3040], [5.5071, 1.9660, -0.2123], [-2.1917, -1.1398, -1.6569]],
  "nbo_charge": [-0.612, -0.223, -0.607, -0.400, -0.172, -0.643, 0.683, -0.621, -0.132, -0.866, -0.412, -0.533, 0.799, -0.591, -0.677, 0.791, -0.551, -0.684, 0.216, 0.205, 0.210, 0.206, 0.211, 0.209, 0.186, 0.226, 0.254, 0.229, 0.410, 0.220, 0.365, 0.382, 0.244, 0.214, 0.228, 0.251, 0.493, 0.489]
}

=====

Please write out number 5 again, unchanged.
{
  "formula": "C11H20N2O5",
  "method": "wB97M-V/def2-TZVPD",
  "homo_energy_ev": -9.8,
  "orbital_gap_ev": 10.1,
  "e_lumo_ha": 0.011,
  "largest_force_ev_per_a": 1.86,
  "total_charge": 0,
  "de_lowest_ev": 0.657,
  "smiles": "CC(C)C[C@H](NC(=O)[C@@H](N)CCC(=O)O)C(=O)O",
  "species": ["C", "C", "C", "C", "C", "N", "C", "O", "C", "N", "C", "C", "C", "O", "O", "C", "O", "O", "H", "H", "H", "H", "H", "H", "H", "H", "H", "H", "H", "H", "H", "H", "H", "H", "H", "H", "H", "H"],
  "xyz": [[-3.2159, 2.0883, -0.5700], [-2.0531, 1.8942, 0.3549], [-0.7455, 1.9427, -0.4891], [-2.0841, 0.7169, 1.3458], [-2.0981, -0.7500, 0.8555], [-0.8834, -1.2055, 0.2817], [0.3511, -1.1311, 0.8496], [0.5767, -0.6049, 1.9041], [1.4163, -1.9215, 0.0897], [1.0850, -2.2733, -1.2688], [2.8102, -1.3659, 0.3690], [3.0649, -0.0132, -0.1975], [4.4905, 0.4515, 0.0161], [5.4324, -0.1948, 0.3807], [4.5624, 1.7500, -0.2999], [-3.2781, -1.0767, 0.0071], [-4.3972, -1.1661, 0.4209], [-3.0700, -1.2080, -1.3105], [-4.1483, 2.2028, -0.0485], [-3.2906, 1.2785, -1.3075], [-3.0579, 3.0290, -1.1003], [-2.0290, 2.7546, 1.0134], [-0.6246, 2.8405, -1.0639], [0.1363, 1.8979, 0.1375], [-0.6623, 1.1373, -1.2446], [-2.9966, 0.7787, 1.9549], [-1.2627, 0.8151, 2.1107], [-2.3107, -1.3828, 1.7302], [-0.8565, -1.8315, -0.4874], [1.3770, -2.8864, 0.6242], [1.0883, -1.5023, -1.9298], [1.5786, -3.0493, -1.6543], [2.9299, -1.4021, 1.4779], [3.4883, -2.1280, -0.0879], [2.9890, -0.0712, -1.2986], [2.3722, 0.7604, 0.3040], [5.5071, 1.9660, -0.2123], [-2.1917, -1.1398, -1.6569]],
  "nbo_charge": [-0.612, -0.223, -0.607, -0.400, -0.172, -0.643, 0.683, -0.621, -0.132, -0.866, -0.412, -0.533, 0.799, -0.591, -0.677, 0.791, -0.551, -0.684, 0.216, 0.205, 0.210, 0.206, 0.211, 0.209, 0.186, 0.226, 0.254, 0.229, 0.410, 0.220, 0.365, 0.382, 0.244, 0.214, 0.228, 0.251, 0.493, 0.489]
}